Entry 1:
Density functional theory data (the ωB97M-V functional and the def2-TZVPD basis) for C34H35InN3S2 as an isolated structure.

The value obtained for the HOMO energy is -5.37 eV. The value obtained for the energy above the lowest of the compared OMol25 structures with the same formula, charge and spin is 0.028 eV. The value obtained for the max |F| is 0.465 eV Å⁻¹. As for the total energy: -67142.700 eV.

Structure (ORCA input):
```
! RIJCOSX wB97M-V def2-TZVPD def2/J DEFGRID3
* xyz -1 1
In -1.3755 -0.3254 0.0892
C -0.2783 2.0881 0.9965
C 0.9236 2.2576 0.3511
C 1.7681 1.0808 0.6907
C 1.0283 0.2923 1.5327
C -0.3087 0.8275 1.7305
C -1.0305 0.6921 3.0805
C -1.1112 -0.7734 3.5135
C -2.4506 1.2639 3.0099
C -0.2352 1.4744 4.1354
C 3.1585 0.6104 0.2267
C 4.2325 1.7023 0.2965
C 3.6456 -0.5245 1.1415
C 3.1102 0.0146 -1.1924
C 1.1639 3.5062 -0.5173
C 2.0249 4.5339 0.2368
C 1.7817 3.1924 -1.8906
C -0.1744 4.2074 -0.7963
H -1.1094 2.7780 0.9701
H 1.3553 -0.6422 1.9715
H -1.7255 -1.3563 2.8211
H -1.5698 -0.8510 4.5036
H -0.1216 -1.2349 3.5638
H -3.0519 0.7592 2.2503
H -2.4437 2.3323 2.7794
H -2.9534 1.1318 3.9727
H 0.7455 1.0169 4.2965
H -0.7693 1.4950 5.0923
H -0.0761 2.5057 3.8051
H 4.2562 2.1652 1.2898
H 4.0878 2.4853 -0.4436
H 5.2131 1.2547 0.1062
H 3.6565 -0.2150 2.1917
H 4.6647 -0.8048 0.8528
H 3.0154 -1.4139 1.0506
H 2.9040 0.7659 -1.9534
H 2.3252 -0.7435 -1.2548
H 4.0731 -0.4518 -1.4366
H 3.0257 4.1690 0.4652
H 1.5397 4.7902 1.1835
H 2.1235 5.4519 -0.3571
H 2.8354 2.9272 -1.8307
H 1.7047 4.0690 -2.5425
H 1.2479 2.3679 -2.3706
H -0.6251 4.6019 0.1190
H -0.8949 3.5382 -1.2730
H 0.0024 5.0530 -1.4668
S -2.7982 1.1724 -1.2760
C -4.2867 0.2393 -1.3462
C -5.3208 0.7669 -2.1310
C -6.5464 0.1386 -2.2704
C -7.5737 0.7453 -3.0906
N -8.3842 1.2421 -3.7393
C -6.7673 -1.0719 -1.6056
C -5.7599 -1.6008 -0.8190
C -4.5219 -0.9701 -0.6526
S -3.3858 -1.7703 0.4174
C -8.0241 -1.7790 -1.7338
N -9.0195 -2.3463 -1.8392
H -5.1521 1.7037 -2.6475
H -5.9371 -2.5380 -0.3080
N 4.8369 -7.9583 -2.3492
C 4.1466 -7.0647 -2.1258
C 3.2768 -5.9413 -1.8409
C 1.8927 -6.1037 -1.8611
C 1.0661 -5.0282 -1.5882
C 1.6040 -3.7708 -1.2905
C 2.9939 -3.6212 -1.2748
C 3.8229 -4.6939 -1.5480
C 0.7419 -2.6572 -1.0057
C 0.0108 -1.7115 -0.8014
H 1.4723 -7.0751 -2.0880
H -0.0095 -5.1459 -1.5995
H 3.4151 -2.6505 -1.0440
H 4.8986 -4.5748 -1.5318
*
```

Entry 2:
Density functional theory data (the ωB97M-V functional and the def2-TZVPD basis) for an isolated ion of composition C8H12 and charge +1 in a non-equilibrium geometry.

Its expectation value of S² is 0.783. The value obtained for the HOMO energy (alpha / beta) is -13.88 / -13.83 eV. The value obtained for the energy above the lowest of the compared OMol25 structures with the same formula, charge and spin is 0.597 eV. The value obtained for the max |F| is 1.853 eV Å⁻¹. As for the total energy: -8480.331 eV.

Structure (ORCA input):
```
! RIJCOSX wB97M-V def2-TZVPD def2/J DEFGRID3
* xyz 1 2
C 1.7335 2.3546 0.9998
C 1.5104 1.3750 -0.1436
C 0.0441 1.0025 -0.3272
C -0.8300 1.8099 -0.9205
C -0.7103 -1.4283 -0.3899
C -0.4011 -0.2528 0.2641
C -1.5369 -3.6852 -0.3551
C -1.1184 -2.5661 0.3191
H 2.7950 2.4960 1.2052
H 1.3690 1.9523 1.9420
H 1.2617 3.3184 0.8173
H 2.0220 1.6190 -1.0727
H 2.0091 0.4351 0.1451
H -1.8458 1.4766 -1.1124
H -0.5569 2.7690 -1.3288
H -0.6572 -1.5515 -1.4670
H -0.5538 -0.1861 1.3425
H -1.9363 -4.5744 0.1202
H -1.3348 -3.8536 -1.4097
H -1.2633 -2.5104 1.3716
*
```

Entry 3:
Density functional theory data (the ωB97M-V functional and the def2-TZVPD basis) for C25H46Cl2N3O6SiZn as an isolated structure in a non-equilibrium geometry.

The value obtained for the HOMO energy (alpha / beta) is -0.30 / -0.29 eV. The value obtained for the energy above the lowest of the compared OMol25 structures with the same formula, charge and spin is 7.061 eV. The value obtained for the max |F| is 4.920 eV Å⁻¹. As for the total energy: -124766.315 eV.

Structure (ORCA input):
```
! RIJCOSX wB97M-V def2-TZVPD def2/J DEFGRID3
* xyz -1 1
C 2.7583 -2.4434 -1.4711
C 2.5313 -1.5669 -2.6564
H 3.2658 -3.3771 -1.7584
H 1.8013 -2.7280 -1.0267
H 3.3414 -1.9267 -0.6918
C 2.7892 -1.9309 -3.9293
C 3.1819 -3.3182 -4.3347
H 2.7678 -1.2045 -4.7833
H 2.5984 -4.1071 -3.8031
H 4.2447 -3.4978 -4.0748
H 3.0736 -3.4121 -5.4371
Zn 1.0516 0.1056 0.3471
Cl 3.0672 0.9256 0.9345
C -0.3407 2.4603 0.7713
O -0.5833 1.2213 0.6139
N -1.3402 3.3064 0.9618
C -2.6865 2.7665 0.7520
C -1.0529 4.7335 0.9715
H 0.6853 2.8705 0.8346
H -2.7774 1.9141 1.4248
H -2.8210 2.3830 -0.2681
H -3.4157 3.5404 0.9565
H -0.3147 4.9405 1.7556
H -1.9807 5.2750 1.1609
H -0.6096 5.0569 0.0200
H -2.2737 2.5831 5.4802
H -1.5613 1.1637 7.6251
C -2.3410 1.6125 4.9633
C -1.6776 0.2913 6.9572
N -1.4278 0.6537 5.5689
H -2.0631 1.7201 3.9128
C -0.3682 0.1570 4.9034
O -0.0529 0.4839 3.7482
H -0.9535 -0.4845 7.2582
H 0.2101 -0.5746 5.5138
H -3.3774 1.2473 5.0658
H -2.7059 -0.0968 7.0655
H 0.3084 -3.8341 3.7697
H -0.6062 -4.0955 -0.0598
C -0.6632 -3.7647 3.2628
C -1.2207 -3.9883 0.8404
N -0.4284 -3.3382 1.9043
H -1.2724 -3.0302 3.8156
C 0.3027 -2.2580 1.6662
O 0.2672 -1.6868 0.5414
H -2.1375 -3.4291 0.5846
H 0.9802 -1.9379 2.4618
H -1.1629 -4.7343 3.2040
H -1.4806 -4.9777 1.2339
O 1.1203 -0.0307 -1.4941
C 2.0670 -0.1521 -2.4693
C 0.8653 0.0799 -4.8222
C 1.6052 0.5980 -3.7404
H 0.6415 -0.9912 -4.8181
C 0.4957 0.8961 -5.8998
H 2.9138 0.4260 -2.0920
C 1.8950 1.9652 -3.7141
H -0.1285 0.4819 -6.6912
C 0.9446 2.2178 -5.9266
C 1.6309 2.7467 -4.8347
H 2.4010 2.3659 -2.8311
H 0.6806 2.8955 -6.7369
H 1.9820 3.7765 -4.8122
Si -2.1350 -0.8506 -3.1160
Cl -0.9459 -2.4053 -3.6870
C -3.0423 -0.1859 -4.6020
C -1.4856 0.9948 -2.6532
C -2.5556 -1.4541 -1.3911
H -2.3550 0.3466 -5.2614
H -3.7318 0.5474 -4.1626
H -3.5391 -1.0329 -5.1037
H -3.0120 -2.4344 -1.4873
H -3.2285 -0.7660 -0.8632
H -1.6768 -1.5691 -0.7474
H -1.0434 1.5755 -3.4642
H -0.7894 1.1212 -1.7972
H -2.3849 1.5523 -2.3947
C 3.1660 0.1462 5.4354
O 2.7400 1.7234 4.3897
C 2.1830 2.4771 3.6712
O 1.6058 3.2446 3.0028
H 4.2463 0.1569 5.3358
H 2.6086 -0.5792 4.8386
H 2.7319 0.4475 6.3833
*
```

Entry 4:
Density functional theory data (the ωB97M-V functional and the def2-TZVPD basis) for an isolated ion of composition C4H10NO and charge -1 in a non-equilibrium geometry.

Its structure (SMILES) is C[C@@H](N)CC[O-]. The value obtained for the HOMO energy is -2.14 eV. The value obtained for the energy above the lowest of the compared OMol25 structures with the same formula, charge and spin is 1.335 eV. The value obtained for the max |F| is 4.737 eV Å⁻¹. As for the total energy: -7846.202 eV.

Structure (ORCA input):
```
! RIJCOSX wB97M-V def2-TZVPD def2/J DEFGRID3
* xyz -1 1
C -0.7392 1.3531 0.0711
C -0.7916 -0.1084 0.3917
C 0.2499 -0.8019 -0.4403
C 1.6883 -0.4038 0.0008
O 1.9869 0.9200 -0.2617
N -2.0815 -0.9718 0.3029
H -0.3543 1.9731 0.8680
H -1.7840 1.8079 -0.2099
H -0.0048 1.6680 -0.8405
H -0.4376 -0.1663 1.4712
H 0.0877 -0.5827 -1.5036
H 0.1359 -1.9532 -0.3286
H 2.2023 -1.1343 -0.6867
H 1.7044 -0.7671 1.0104
H -2.9034 -0.5372 0.7319
H -2.4152 -1.1006 -0.6783
*
```